# 1
22
Properties=species:S:1:pos:R:3 method="wB97M-V/def2-TZVPD" total_charge=0 multiplicity=1 homo_lumo_gap_ev=10.118 fmax_ha_per_bohr=0.1163 e_homo_ha=-0.359
C 2.253 0.374 -1.805
C 0.745 0.401 -1.447
C -1.139 -1.107 -0.960
C -1.746 -0.881 0.505
C -1.239 0.444 0.772
H 2.818 1.660 -1.310
H 2.721 -0.670 -0.819
H 2.485 0.128 -3.229
H 1.086 -1.381 -0.753
H -1.499 -2.082 -1.411
H -1.615 -0.131 -1.591
H -1.354 -1.482 1.248
H -2.871 -0.858 0.418
H -1.110 1.142 -0.139
H -1.848 1.067 1.514
H 0.326 1.700 3.568
N 0.278 -0.899 -1.120
O -0.127 1.194 -1.754
O -0.342 1.141 3.228
O 1.431 1.001 1.328
O 0.518 -1.048 1.996
S 0.227 0.288 1.761


# 2
19
Properties=species:S:1:pos:R:3 method="wB97M-V/def2-TZVPD" total_charge=0 multiplicity=1 smiles="CON(C=S)C(C)C" homo_lumo_gap_ev=8.845 fmax_ha_per_bohr=0.1463 e_homo_ha=-0.300
C -1.213 -0.781 2.237
O -0.842 0.186 1.275
N 0.214 -0.036 0.628
C 1.279 0.632 1.066
S 1.421 1.527 2.516
C -0.249 -0.239 -0.871
C 1.004 -0.552 -1.773
C -0.791 1.094 -1.422
H -2.067 -0.524 2.785
H -0.317 -0.934 2.854
H -1.178 -1.907 1.803
H 2.109 0.577 0.301
H -0.774 -1.191 -0.870
H 1.629 0.307 -1.911
H 1.681 -1.342 -1.150
H 0.525 -1.031 -2.746
H -1.438 1.699 -0.756
H -1.333 0.776 -2.380
H 0.339 1.740 -1.585


# 3
19
Properties=species:S:1:pos:R:3 method="wB97M-V/def2-TZVPD" total_charge=+1 multiplicity=2 homo_lumo_gap_ev="4.935 / 6.313" fmax_ha_per_bohr=0.1881 e_homo_ha="-0.506 / -0.476"
C -0.632 -3.072 -0.037
N 0.345 -2.551 0.993
C 0.110 -1.196 1.223
C -0.271 -0.154 0.285
C 0.914 0.695 -0.112
S 0.237 1.884 -2.705
C 0.121 -0.207 2.209
O -0.939 0.412 2.638
H -0.781 -4.070 0.393
H -1.662 -2.602 0.010
H -0.205 -3.102 -1.039
H 0.261 7.299 -2.937
H 0.094 7.548 -3.824
H -1.161 0.519 0.532
H -0.921 -0.696 -0.532
H 0.848 1.788 0.216
H 0.596 1.008 -1.075
H 1.751 0.167 -0.566
H 1.020 0.155 2.644


# 4
20
Properties=species:S:1:pos:R:3 method="wB97M-V/def2-TZVPD" total_charge=0 multiplicity=1 homo_lumo_gap_ev="8.308 / 6.294" fmax_ha_per_bohr=0.0827 e_homo_ha="-0.304 / -0.285"
C -2.266 -2.713 -0.745
C 1.334 0.592 0.793
C 1.664 -0.757 0.240
C -1.160 0.980 0.370
C 0.284 1.286 -0.067
N 0.624 2.665 0.194
O -0.446 -1.343 -2.042
S 0.541 -2.234 0.524
S -1.128 -1.471 -0.787
H -2.318 -3.166 -1.736
H -2.822 -2.668 0.106
H 1.117 0.482 1.793
H 2.321 1.046 0.634
H 1.848 -0.860 -0.845
H 2.679 -1.219 0.573
H -1.242 0.465 1.272
H -2.048 1.499 -0.061
H 0.477 1.118 -1.064
H 0.405 2.915 1.147
H 0.137 3.384 -0.300


# 5
18
Properties=species:S:1:pos:R:3 method="wB97M-V/def2-TZVPD" total_charge=+1 multiplicity=1 smiles="C[N@@H+]1CC=PCC1" homo_lumo_gap_ev=9.833 fmax_ha_per_bohr=0.1005 e_homo_ha=-0.492
C -1.280 -0.056 1.097
N -0.791 -0.131 -0.246
C 0.022 -1.435 -0.470
C 1.502 -1.426 -0.175
P 2.369 -0.125 0.358
C 1.193 1.367 -0.001
C -0.279 1.178 -0.621
H -2.084 0.672 1.139
H -0.549 0.385 1.750
H -1.536 -1.010 1.559
H -1.653 -0.417 -0.925
H -0.084 -1.844 -1.533
H -0.478 -2.197 0.097
H 1.925 -2.473 -0.184
H 1.705 2.236 -0.622
H 1.096 2.019 0.890
H -0.952 2.024 -0.373
H -0.127 1.231 -1.738


# 6
18
Properties=species:S:1:pos:R:3 method="wB97M-V/def2-TZVPD" total_charge=0 multiplicity=1 homo_lumo_gap_ev=8.882 fmax_ha_per_bohr=0.0919 e_homo_ha=-0.298
C -0.464 -1.826 -0.416
C -0.849 -0.431 0.223
C 0.033 -0.562 -0.933
C -2.196 0.218 0.084
C 1.524 1.624 -0.021
N 1.875 0.217 -0.341
S 2.573 -0.827 0.775
H 0.274 -2.356 0.120
H -1.252 -2.267 -0.936
H -0.371 -0.302 1.083
H 0.227 -0.058 -1.864
H -1.982 1.269 -0.142
H -2.762 0.208 0.995
H -2.788 -0.192 -0.656
H 0.643 1.990 -0.442
H 1.514 1.774 1.099
H 2.309 2.261 -0.415
H 1.692 -0.738 1.788


# 7
18
Properties=species:S:1:pos:R:3 method="wB97M-V/def2-TZVPD" total_charge=0 multiplicity=1 smiles="C=C/[SiH]=N/CCC" homo_lumo_gap_ev=9.404 fmax_ha_per_bohr=0.0729 e_homo_ha=-0.332
C 3.732 -2.257 0.282
C 2.554 -1.945 0.736
Si 1.306 -0.583 0.541
N 0.451 -0.590 -0.827
C -0.639 0.333 -1.055
C -1.471 0.780 0.072
C -2.853 1.030 -0.477
H 4.227 -3.170 0.481
H 4.427 -1.587 -0.263
H 2.001 -2.691 1.405
H 1.500 0.264 1.771
H -1.300 -0.246 -1.683
H -0.208 1.257 -1.441
H -1.710 -0.094 0.763
H -1.166 1.654 0.609
H -3.550 1.333 0.387
H -2.757 1.885 -1.199
H -3.271 0.206 -0.971


# 8
17
Properties=species:S:1:pos:R:3 method="wB97M-V/def2-TZVPD" total_charge=0 multiplicity=2 homo_lumo_gap_ev="9.373 / 6.579" fmax_ha_per_bohr=0.0299 e_homo_ha="-0.314 / -0.314"
C 1.494 1.515 0.398
C 1.104 0.100 0.171
C -0.127 -0.405 0.272
C -0.390 -1.859 0.012
C -1.273 0.497 0.586
H 2.577 1.544 0.238
H 1.024 2.202 -0.310
H 1.281 1.847 1.416
H 1.915 -0.544 -0.119
H -1.473 -2.056 0.069
H -0.066 -2.175 -0.995
H 0.091 -2.538 0.738
H -2.218 -0.067 0.548
H -1.183 0.951 1.587
H -1.335 1.317 -0.150
O 0.019 -0.850 3.388
H -0.782 -1.288 3.819


# 9
17
Properties=species:S:1:pos:R:3 method="wB97M-V/def2-TZVPD" total_charge=+1 multiplicity=1 homo_lumo_gap_ev=13.684 fmax_ha_per_bohr=0.1044 e_homo_ha=-0.609
C 0.196 -0.720 0.453
C 0.213 0.758 0.714
C 1.150 -1.507 -0.366
C 1.189 1.570 0.022
C -2.220 0.099 -0.220
O -0.741 0.108 -0.279
H -0.431 -1.566 1.289
H -0.228 0.977 1.662
H 1.308 -1.029 -1.261
H 0.937 -2.478 -0.638
H 2.124 -1.575 0.074
H 2.184 1.266 0.328
H 1.101 2.678 -0.079
H 1.297 1.206 -1.050
H -2.756 -0.257 0.753
H -2.778 1.094 -0.401
H -2.545 -0.622 -1.001


# 10
18
Properties=species:S:1:pos:R:3 method="wB97M-V/def2-TZVPD" total_charge=-1 multiplicity=1 homo_lumo_gap_ev=7.905 fmax_ha_per_bohr=0.0327 e_homo_ha=-0.145
C -1.268 1.896 -0.746
C 0.130 2.453 -0.362
C -1.326 0.388 -1.201
O -2.468 -0.099 -1.229
O -0.212 -0.053 -1.557
H -1.959 2.125 0.071
H -1.673 2.455 -1.596
H -0.026 3.005 0.565
H 0.551 3.071 -1.151
H 0.771 1.589 -0.194
C 1.440 -2.188 1.508
C 0.497 -2.094 0.344
H 2.126 -1.336 1.449
H 0.926 -1.949 2.448
H 1.977 -3.114 1.676
H -0.159 -2.963 0.208
H -0.222 -1.290 0.418
H 0.896 -1.896 -0.649


# 11
18
Properties=species:S:1:pos:R:3 method="wB97M-V/def2-TZVPD" total_charge=-1 multiplicity=1 smiles=[O-]CCCCCO homo_lumo_gap_ev=5.868 fmax_ha_per_bohr=0.0717 e_homo_ha=-0.084
O 2.743 0.121 0.614
C 2.013 1.144 0.707
C 0.485 0.974 0.186
C -0.380 -0.096 0.982
C -0.345 -1.397 0.042
C -1.197 -1.063 -1.178
O -2.442 -0.536 -0.923
H 1.872 1.417 1.829
H 2.296 2.118 0.109
H 0.039 1.971 0.281
H 0.793 0.784 -0.851
H -1.425 0.323 0.970
H -0.158 -0.241 2.052
H 0.641 -1.381 -0.326
H -0.535 -2.367 0.396
H -0.609 -0.401 -1.778
H -1.325 -1.817 -2.009
H -2.467 0.448 -1.104


# 12
18
Properties=species:S:1:pos:R:3 method="wB97M-V/def2-TZVPD" total_charge=-1 multiplicity=1 homo_lumo_gap_ev=7.126 fmax_ha_per_bohr=0.0865 e_homo_ha=-0.116
C 0.587 -0.812 -1.364
O 1.561 0.095 -1.302
C -0.727 0.182 -1.072
C -1.755 -0.441 -0.113
C -1.316 0.068 1.177
C -2.016 0.961 1.944
H 0.796 -1.708 -0.637
H 0.379 -1.298 -2.376
H -0.523 1.188 -0.677
H -1.248 0.460 -1.949
H -1.883 -1.567 -0.071
H -2.707 0.041 -0.393
H -0.252 -0.158 1.432
H -2.888 1.354 1.503
H -1.674 1.475 2.802
H 2.945 -0.775 1.150
H 2.228 0.113 -0.071
O 2.963 0.046 0.783